(a)
The following is a DFT calculation (the ωB97M-V functional and the def2-TZVPD basis) of 3 unconnected molecules or ions with the total composition C4H15NO3.

Structure (XYZ):
```
23
Properties=species:S:1:pos:R:3
C -2.77 -0.23 1.25
N -1.36 -0.06 0.71
C -0.86 1.24 0.93
C -1.28 -0.76 -0.59
C 0.03 -0.48 -1.50
O 0.08 -1.42 -2.61
H -3.06 0.14 2.26
H -3.28 0.37 0.55
H -2.85 -1.34 1.23
H 0.07 1.01 1.69
H -1.57 1.99 1.48
H -0.61 1.94 0.08
H -2.14 -0.68 -1.25
H -1.39 -1.83 -0.39
H 0.93 -0.39 -0.85
H -0.17 0.42 -1.85
H 0.92 -1.26 -2.98
O 2.24 0.69 2.24
H 1.98 -0.21 2.36
H 2.41 0.92 3.20
O 2.82 0.64 -0.88
H 3.28 1.38 -0.92
H 3.21 0.11 -0.20
```

Summary:
* frontier orbital gap: 8.18 eV
* spin multiplicity: 1
* SMILES string: CN(C)CCO.O.O
* lowest unoccupied orbital energy: 0.48 eV

From a Mulliken analysis of the wavefunction, the atomic charges in e read:
1. C -1.12
2. N 0.06
3. C -0.73
4. C -0.77
5. C -0.28
6. O -0.54
7. H 0.30
8. H 0.51
9. H 0.27
10. H 0.12
11. H 0.31
12. H 0.29
13. H 0.39
14. H 0.39
15. H 0.19
16. H 0.35
17. H 0.30
18. O -0.62
19. H 0.32
20. H 0.28
21. O -0.55
22. H 0.24
23. H 0.26


(b)
The following is a DFT calculation (the ωB97M-V functional and the def2-TZVPD basis) of 4 unconnected molecules or ions with the total composition C4H15NO3.

Structure (XYZ):
```
23
Properties=species:S:1:pos:R:3
C -1.71 -0.85 -1.92
C -1.24 0.09 -1.06
N 0.10 0.58 -1.28
C 0.36 1.70 -0.36
C 0.54 3.08 -0.97
H -2.52 -1.54 -1.79
H -1.35 -0.74 -2.95
H -1.60 0.35 -0.03
H 0.30 0.80 -2.25
H -0.46 1.90 0.34
H 1.31 1.45 0.19
H 0.70 3.23 -2.06
H -0.25 3.77 -0.77
H 1.44 3.62 -0.60
O 1.82 -2.64 -0.47
H 1.39 -2.65 -1.34
H 1.62 -1.69 -0.30
O -1.10 0.37 3.24
H -0.20 0.22 2.95
H -1.61 -0.44 3.16
O 0.66 -1.75 1.85
H 1.46 -1.77 2.38
H 0.72 -2.45 1.19
```

Summary:
* frontier orbital gap: 9.03 eV
* spin multiplicity: 1
* SMILES string: C=CNCC.O.O.O
* lowest unoccupied orbital energy: 0.68 eV

From a Mulliken analysis of the wavefunction, the atomic charges in e read:
1. C -0.86
2. C 0.17
3. N -0.19
4. C -0.10
5. C -1.24
6. H 0.30
7. H 0.20
8. H 0.15
9. H 0.26
10. H 0.23
11. H 0.20
12. H 0.31
13. H 0.31
14. H 0.31
15. O -0.72
16. H 0.34
17. H 0.33
18. O -0.63
19. H 0.31
20. H 0.30
21. O -0.62
22. H 0.30
23. H 0.34


Energies relative to the minimum, kcal/mol: (a) 38.0; (b) 0.0


(a)
The following is a DFT calculation (the ωB97M-V functional and the def2-TZVPD basis) of 3 unconnected molecules or ions with the total composition C2H3O3S.

Structure (XYZ):
```
9
Properties=species:S:1:pos:R:3
C 1.76 -0.12 -1.15
C 2.65 -0.01 -1.91
O -0.95 -0.84 0.31
O -2.30 0.70 1.68
O -4.30 0.05 -1.68
S -1.89 0.31 0.30
H 1.06 -0.18 -0.27
H -3.86 0.31 -2.42
H 3.39 0.41 -2.59
```

Summary:
* frontier orbital gap (alpha / beta): 5.99 / 5.94 eV
* spin multiplicity: 1
* net charge: -1
* lowest unoccupied orbital energy (alpha / beta): 2.74 / 2.73 eV

From a Mulliken analysis of the wavefunction, the atomic charges in e read:
1. C -0.48
2. C -0.15
3. O -0.49
4. O -0.46
5. O -0.97
6. S 0.77
7. H 0.31
8. H 0.14
9. H 0.33


(b)
The following is a DFT calculation (the ωB97M-V functional and the def2-TZVPD basis) of 2 unconnected molecules or ions with the total composition C2H3O3S.

Structure (XYZ):
```
9
Properties=species:S:1:pos:R:3
C -3.27 0.37 0.20
C -2.27 -0.14 0.58
O 2.97 1.07 0.18
O 3.17 -1.35 -0.42
O 1.03 -0.42 0.41
S 2.33 -0.16 -0.26
H 1.74 0.32 -1.65
H -4.14 1.06 0.08
H -1.57 -0.76 0.88
```

Summary:
* frontier orbital gap: 8.67 eV
* spin multiplicity: 1
* net charge: -1
* lowest unoccupied orbital energy: 3.61 eV

From a Mulliken analysis of the wavefunction, the atomic charges in e read:
1. C -0.36
2. C -0.46
3. O -0.57
4. O -0.55
5. O -0.56
6. S 0.66
7. H 0.02
8. H 0.31
9. H 0.51


Energies relative to the minimum, kcal/mol: (a) 40.8; (b) 0.0


(a)
The following is a DFT calculation (the ωB97M-V functional and the def2-TZVPD basis) of a single C6H13N molecule.

Structure (XYZ):
```
20
Properties=species:S:1:pos:R:3
C -0.97 2.83 0.52
C -0.52 1.39 0.23
C 0.65 0.86 -0.68
C 0.59 -0.63 -0.39
C 1.53 -1.13 0.68
N -0.36 -1.28 -0.95
C -0.67 -2.64 -0.58
H -2.02 2.88 0.19
H -0.98 3.14 1.57
H -0.41 3.57 -0.05
H -0.77 0.71 1.06
H -1.19 1.06 -0.54
H 0.40 0.99 -1.75
H 1.63 1.31 -0.52
H 2.08 -0.29 1.10
H 1.00 -1.63 1.49
H 2.25 -1.84 0.26
H -0.37 -3.32 -1.38
H -0.23 -2.99 0.37
H -1.76 -2.73 -0.48
```

Summary:
* frontier orbital gap: 10.23 eV
* spin multiplicity: 1
* SMILES string: CCC/C(C)=N/C
* lowest unoccupied orbital energy: 1.06 eV

From a Mulliken analysis of the wavefunction, the atomic charges in e read:
1. C -1.13
2. C -0.47
3. C -0.77
4. C 0.86
5. C -1.37
6. N -0.48
7. C -0.83
8. H 0.28
9. H 0.30
10. H 0.31
11. H 0.40
12. H 0.28
13. H 0.31
14. H 0.41
15. H 0.35
16. H 0.36
17. H 0.35
18. H 0.27
19. H 0.28
20. H 0.29


(b)
The following is a DFT calculation (the ωB97M-V functional and the def2-TZVPD basis) of a single C6H13N molecule.

Structure (XYZ):
```
20
Properties=species:S:1:pos:R:3
C 0.46 0.43 1.60
C 0.64 -0.14 0.19
C 1.72 0.65 -0.55
C 1.04 -1.61 0.29
C -0.70 -0.08 -0.74
C -1.79 0.41 -0.23
N -2.85 0.71 -1.30
H 1.40 0.35 2.15
H 0.18 1.48 1.56
H -0.29 -0.12 2.15
H 1.88 0.25 -1.55
H 2.67 0.60 -0.02
H 1.43 1.70 -0.64
H 1.98 -1.72 0.84
H 0.28 -2.19 0.80
H 1.19 -2.04 -0.71
H -0.55 -0.50 -1.72
H -1.96 0.93 0.69
H -3.00 -0.07 -1.92
H -3.73 0.98 -0.89
```

Summary:
* frontier orbital gap: 9.37 eV
* spin multiplicity: 1
* SMILES string: CC(C)(C)/C=C/N
* lowest unoccupied orbital energy: 0.95 eV

From a Mulliken analysis of the wavefunction, the atomic charges in e read:
1. C -2.01
2. C 2.10
3. C -1.66
4. C -1.64
5. C -0.91
6. C 0.01
7. N -0.59
8. H 0.44
9. H 0.43
10. H 0.42
11. H 0.39
12. H 0.41
13. H 0.38
14. H 0.40
15. H 0.38
16. H 0.39
17. H 0.23
18. H 0.35
19. H 0.23
20. H 0.23


Energies relative to the minimum, kcal/mol: (a) 9.7; (b) 0.0


(a)
The following is a DFT calculation (the ωB97M-V functional and the def2-TZVPD basis) of a single C6H13N molecule.

Structure (XYZ):
```
20
Properties=species:S:1:pos:R:3
C -0.18 -1.38 -2.33
C -0.37 -0.04 -1.66
N -0.34 -0.05 -0.23
C -0.63 1.22 0.38
C -0.19 1.09 1.86
C 0.77 -0.10 1.85
C 0.86 -0.59 0.39
H -0.68 -1.53 -3.27
H -0.45 -2.23 -1.69
H 0.88 -1.59 -2.53
H 0.28 0.70 -2.16
H -1.36 0.33 -1.96
H -1.67 1.54 0.31
H -0.05 2.03 -0.11
H -1.06 0.85 2.45
H 0.27 2.01 2.09
H 0.42 -0.98 2.41
H 1.72 0.13 2.29
H 0.77 -1.67 0.31
H 1.80 -0.30 -0.09
```

Summary:
* frontier orbital gap: 9.50 eV
* spin multiplicity: 1
* SMILES string: CCN1CCCC1
* lowest unoccupied orbital energy: 1.19 eV

From a Mulliken analysis of the wavefunction, the atomic charges in e read:
1. C -1.30
2. C -0.40
3. N -0.01
4. C -0.79
5. C -0.51
6. C -0.55
7. C -0.74
8. H 0.37
9. H 0.34
10. H 0.30
11. H 0.36
12. H 0.38
13. H 0.39
14. H 0.34
15. H 0.27
16. H 0.33
17. H 0.23
18. H 0.34
19. H 0.36
20. H 0.29


(b)
The following is a DFT calculation (the ωB97M-V functional and the def2-TZVPD basis) of a molecular structure, C6H13N.

Structure (XYZ):
```
20
Properties=species:S:1:pos:R:3
C 0.32 2.02 1.07
C 0.96 0.85 0.32
C 0.03 -0.16 -0.32
C 0.28 -0.38 -1.65
N 0.93 0.36 -2.66
C -0.35 -1.40 0.45
C -1.83 -1.45 0.83
H 1.08 2.54 1.65
H -0.48 1.74 1.76
H -0.11 2.75 0.39
H 1.64 0.37 1.04
H 1.69 1.24 -0.39
H -0.42 -1.05 -2.16
H 1.27 1.24 -2.29
H 1.46 -0.60 -1.96
H 0.24 -1.45 1.37
H -0.06 -2.28 -0.10
H -2.14 -2.30 1.44
H -2.13 -0.52 1.32
H -2.39 -1.50 -0.10
```

Summary:
* frontier orbital gap: 8.45 eV
* spin multiplicity: 1
* lowest unoccupied orbital energy: 0.44 eV

From a Mulliken analysis of the wavefunction, the atomic charges in e read:
1. C -1.20
2. C -0.66
3. C 0.64
4. C -0.65
5. N -0.71
6. C -0.66
7. C -1.15
8. H 0.37
9. H 0.28
10. H 0.31
11. H 0.35
12. H 0.31
13. H 0.43
14. H 0.30
15. H 0.40
16. H 0.32
17. H 0.41
18. H 0.37
19. H 0.27
20. H 0.29


(c)
The following is a DFT calculation (the ωB97M-V functional and the def2-TZVPD basis) of a single C6H13N molecule.

Structure (XYZ):
```
20
Properties=species:S:1:pos:R:3
C 2.45 -0.64 0.08
C 1.38 -0.10 -0.86
C 0.20 0.32 -0.03
C 0.24 1.64 0.75
C -1.06 -0.26 -0.15
C -2.38 0.05 0.52
N -1.40 -1.27 -1.02
H 2.70 0.06 0.90
H 2.10 -1.59 0.48
H 3.33 -0.78 -0.56
H 1.05 -0.75 -1.68
H 1.91 0.75 -1.33
H -0.63 2.24 0.46
H 1.14 2.24 0.51
H 0.24 1.50 1.86
H -2.30 0.90 1.20
H -2.51 -0.88 1.14
H -3.31 0.14 -0.07
H -0.76 -1.94 -1.23
H -2.40 -1.63 -0.97
```

Summary:
* frontier orbital gap: 8.30 eV
* spin multiplicity: 1
* SMILES string: CC/C(C)=C(/C)N
* lowest unoccupied orbital energy: 1.00 eV

From a Mulliken analysis of the wavefunction, the atomic charges in e read:
1. C -1.00
2. C -0.63
3. C 0.36
4. C -1.66
5. C 0.86
6. C -1.45
7. N -0.52
8. H 0.28
9. H 0.28
10. H 0.36
11. H 0.32
12. H 0.29
13. H 0.43
14. H 0.38
15. H 0.28
16. H 0.34
17. H 0.35
18. H 0.34
19. H 0.16
20. H 0.23


Energies relative to the minimum, kcal/mol: (a) 0.0; (b) 78.0; (c) 14.0


(a)
The following is a DFT calculation (the ωB97M-V functional and the def2-TZVPD basis) of a single C6H13N molecule.

Structure (XYZ):
```
20
Properties=species:S:1:pos:R:3
C 2.90 -0.03 0.10
C 1.52 -0.55 -0.32
C 0.57 0.48 -0.97
N -0.81 0.06 -0.75
C -1.86 1.06 -0.81
C -1.40 0.51 0.49
C -2.16 -0.51 1.31
H 2.83 0.91 0.66
H 3.57 0.14 -0.75
H 3.39 -0.76 0.76
H 1.62 -1.41 -0.99
H 1.02 -0.92 0.59
H 0.74 0.54 -2.05
H 0.76 1.49 -0.56
H -2.81 0.73 -1.24
H -1.60 2.10 -1.04
H -0.79 1.20 1.08
H -2.84 -0.03 2.02
H -2.73 -1.17 0.66
H -1.45 -1.12 1.88
```

Summary:
* frontier orbital gap: 10.30 eV
* spin multiplicity: 1
* SMILES string: CCCN1C[C@H]1C
* lowest unoccupied orbital energy: 1.22 eV

From a Mulliken analysis of the wavefunction, the atomic charges in e read:
1. C -1.24
2. C -0.06
3. C -0.66
4. N -0.32
5. C -0.49
6. C 0.26
7. C -1.35
8. H 0.33
9. H 0.30
10. H 0.35
11. H 0.28
12. H 0.12
13. H 0.34
14. H 0.35
15. H 0.24
16. H 0.27
17. H 0.32
18. H 0.35
19. H 0.33
20. H 0.27


(b)
The following is a DFT calculation (the ωB97M-V functional and the def2-TZVPD basis) of a single C6H13N molecule.

Structure (XYZ):
```
20
Properties=species:S:1:pos:R:3
C 2.91 1.75 0.18
C 2.05 1.04 -0.60
C 0.48 1.06 -0.50
C 0.07 -0.30 -1.10
C -1.42 -0.69 -0.76
N -2.01 -0.42 0.60
C -1.82 -1.51 1.56
H 3.99 1.70 0.12
H 2.53 2.46 0.89
H 2.49 0.24 -1.35
H 0.18 1.37 0.59
H 0.27 1.91 -1.12
H 0.32 -0.28 -2.14
H 0.50 -1.18 -0.60
H -1.52 -1.85 -0.86
H -2.05 -0.23 -1.62
H -1.71 0.48 1.06
H -1.62 -2.48 1.13
H -0.94 -1.38 2.32
H -2.70 -1.69 2.20
```

Summary:
* frontier orbital gap: 9.76 eV
* spin multiplicity: 1
* SMILES string: C=CCCCNC
* lowest unoccupied orbital energy: 1.11 eV

From a Mulliken analysis of the wavefunction, the atomic charges in e read:
1. C -0.74
2. C -0.16
3. C -0.21
4. C -0.68
5. C -0.69
6. N -0.32
7. C -0.85
8. H 0.27
9. H 0.25
10. H 0.18
11. H 0.24
12. H 0.26
13. H 0.44
14. H 0.31
15. H 0.32
16. H 0.27
17. H 0.26
18. H 0.33
19. H 0.23
20. H 0.31


Energies relative to the minimum, kcal/mol: (a) 0.0; (b) 33.2


(a)
The following is a DFT calculation (the ωB97M-V functional and the def2-TZVPD basis) of a single C6H13N molecule.

Structure (XYZ):
```
20
Properties=species:S:1:pos:R:3
C -1.77 -1.23 0.31
C -0.94 -0.45 -0.41
C -0.42 0.83 0.22
C 0.97 0.78 0.84
C 1.11 0.22 2.27
N -0.96 -0.48 -1.84
C 0.38 -0.19 -2.44
H -1.73 -2.32 0.38
H -2.23 -0.83 1.21
H -1.19 1.12 0.94
H -0.46 1.62 -0.55
H 1.72 0.62 0.06
H 1.21 1.84 1.01
H 1.12 1.03 2.99
H 2.01 -0.40 2.29
H 0.30 -0.48 2.48
H -1.12 -1.48 -2.02
H 0.64 0.78 -2.02
H 1.12 -0.95 -2.21
H 0.25 -0.03 -3.50
```

Summary:
* frontier orbital gap: 8.91 eV
* spin multiplicity: 1
* SMILES string: C=C(CCC)NC
* lowest unoccupied orbital energy: 0.93 eV

From a Mulliken analysis of the wavefunction, the atomic charges in e read:
1. C -1.06
2. C 0.78
3. C -1.41
4. C -0.20
5. C -1.13
6. N -0.34
7. C -0.83
8. H 0.28
9. H 0.29
10. H 0.44
11. H 0.42
12. H 0.40
13. H 0.24
14. H 0.33
15. H 0.29
16. H 0.30
17. H 0.29
18. H 0.26
19. H 0.30
20. H 0.32


(b)
The following is a DFT calculation (the ωB97M-V functional and the def2-TZVPD basis) of a molecular structure, C6H13N.

Structure (XYZ):
```
20
Properties=species:S:1:pos:R:3
C 1.13 0.18 -0.89
C 0.80 2.76 0.55
C 0.23 0.29 0.32
N 0.44 -0.81 1.22
C 0.13 1.50 0.97
H -0.01 -0.65 2.12
H -0.14 -1.59 0.78
H -0.39 1.53 1.93
H 0.76 0.83 -1.69
H 2.15 0.47 -0.65
H 1.13 -0.84 -1.25
H 0.53 3.59 1.20
H 0.54 3.01 -0.48
H 1.89 2.66 0.57
C -1.75 -1.73 -0.37
C -1.38 -2.66 -1.23
H -1.75 -3.68 -1.19
H -2.51 -1.90 0.39
H -1.18 -0.47 -0.32
H -0.62 -2.49 -1.98
```

Summary:
* frontier orbital gap: 9.05 eV
* spin multiplicity: 1
* lowest unoccupied orbital energy: 0.99 eV

From a Mulliken analysis of the wavefunction, the atomic charges in e read:
1. C -1.35
2. C -1.17
3. C 0.84
4. N -0.62
5. C -0.53
6. H 0.27
7. H 0.31
8. H 0.28
9. H 0.34
10. H 0.38
11. H 0.28
12. H 0.34
13. H 0.31
14. H 0.29
15. C -0.58
16. C -0.42
17. H 0.25
18. H 0.31
19. H 0.28
20. H 0.23


(c)
The following is a DFT calculation (the ωB97M-V functional and the def2-TZVPD basis) of a single C6H13N molecule.

Structure (XYZ):
```
20
Properties=species:S:1:pos:R:3
C 0.92 1.61 -2.25
C 0.34 1.20 -0.92
C 0.50 -0.39 -0.77
C -0.08 -0.75 0.59
C 0.71 -0.50 1.83
C -1.32 -1.27 0.64
N -2.04 -1.69 1.78
H 1.96 1.33 -2.46
H 0.30 1.22 -3.09
H 0.90 2.69 -2.46
H -0.72 1.45 -0.84
H 0.84 1.67 -0.09
H 0.05 -0.83 -1.66
H 1.61 -0.45 -0.67
H 1.78 -0.65 1.70
H 0.36 -1.05 2.69
H 0.57 0.56 2.11
H -1.79 -1.51 -0.30
H -1.88 -1.00 2.52
H -3.03 -1.64 1.65
```

Summary:
* frontier orbital gap: 8.84 eV
* spin multiplicity: 1
* SMILES string: CCC/C(C)=C/N
* lowest unoccupied orbital energy: 1.03 eV

From a Mulliken analysis of the wavefunction, the atomic charges in e read:
1. C -1.23
2. C -0.32
3. C -0.75
4. C 0.45
5. C -1.57
6. C -0.25
7. N -0.63
8. H 0.32
9. H 0.30
10. H 0.37
11. H 0.29
12. H 0.32
13. H 0.41
14. H 0.32
15. H 0.34
16. H 0.44
17. H 0.33
18. H 0.34
19. H 0.24
20. H 0.28


(d)
The following is a DFT calculation (the ωB97M-V functional and the def2-TZVPD basis) of a single C6H13N molecule.

Structure (XYZ):
```
20
Properties=species:S:1:pos:R:3
C 2.39 0.65 1.36
C 2.12 0.02 0.20
C 0.83 -0.70 -0.02
C -0.17 0.42 -0.38
N -0.56 1.10 0.83
C -1.36 -0.07 -1.21
C -2.22 -1.07 -0.45
H 3.34 1.14 1.50
H 2.03 0.23 2.29
H 2.70 0.25 -0.69
H 0.50 -1.18 0.89
H 0.91 -1.41 -0.85
H 0.44 1.10 -1.04
H -1.10 1.93 0.60
H 0.42 1.30 1.37
H -0.99 -0.52 -2.13
H -1.97 0.79 -1.48
H -1.68 -1.99 -0.26
H -3.11 -1.33 -1.03
H -2.53 -0.65 0.50
```

Summary:
* frontier orbital gap: 10.02 eV
* spin multiplicity: 1
* SMILES string: C=CC[C@H](N)CC
* lowest unoccupied orbital energy: 1.12 eV

From a Mulliken analysis of the wavefunction, the atomic charges in e read:
1. C -1.07
2. C -0.12
3. C -0.80
4. C 0.26
5. N -0.61
6. C -0.64
7. C -1.17
8. H 0.31
9. H 0.37
10. H 0.35
11. H 0.39
12. H 0.31
13. H 0.17
14. H 0.24
15. H 0.33
16. H 0.32
17. H 0.38
18. H 0.27
19. H 0.38
20. H 0.32


Energies relative to the minimum, kcal/mol: (a) 34.0; (b) 65.4; (c) 0.0; (d) 13.2